(1)
C28H26BrCl3N7O2PS2Ti | wB97M-V/def2-TZVPD

Geometry as XYZ:
```
71
Properties=species:S:1:pos:R:3:forces:R:3
Ti 0.023 -0.001 0.015 3.6 -2.9 -1.8
Cl -5.179 3.418 3.528 -0.1 0.0 0.0
C -3.670 2.697 3.016 0.2 -0.1 0.0
C -3.599 2.034 1.803 0.0 -0.1 -0.1
C -2.393 1.476 1.432 -0.4 0.2 0.3
Cl -2.222 0.627 -0.088 -2.4 1.5 0.2
C -1.203 1.533 2.213 -0.3 -0.2 -0.4
O -0.135 0.992 1.792 -1.8 1.6 2.4
C -1.354 2.228 3.432 -0.2 0.2 0.4
Cl 0.011 2.389 4.501 0.1 -0.1 -0.1
C -2.548 2.796 3.831 -0.1 0.0 -0.1
H -4.462 1.950 1.156 0.0 0.0 0.0
H -2.603 3.316 4.776 0.0 0.0 0.0
N -2.882 -2.226 1.235 -0.2 -0.1 -0.5
C -1.690 -2.126 1.907 0.9 1.1 0.0
N -0.659 -1.374 1.553 -2.9 -2.0 3.1
C 0.329 -1.523 2.530 0.2 0.1 -0.3
C 0.039 -2.345 3.560 0.3 0.1 0.1
S -1.514 -3.025 3.374 -0.3 -0.5 0.1
C 1.594 -0.798 2.397 0.1 0.2 -0.6
C 2.595 -0.875 3.298 -0.3 -0.3 0.3
S 3.903 0.099 2.819 0.6 0.1 0.0
C 3.019 0.564 1.399 -1.4 -0.2 -0.3
N 1.805 0.031 1.293 4.0 0.8 2.0
N 3.628 1.411 0.529 -0.3 0.0 -0.2
H -3.038 -1.485 0.571 -0.1 0.1 0.1
H -3.692 -2.496 1.762 0.0 0.1 0.2
H 0.653 -2.592 4.407 0.1 0.0 0.0
H 2.630 -1.449 4.208 0.0 0.0 0.0
H 4.357 1.996 0.888 0.1 0.0 0.1
H 3.037 1.858 -0.182 0.2 -0.2 0.0
Br 0.481 2.470 -0.178 0.3 2.6 -0.9
C 1.782 2.581 -1.531 0.6 0.3 -0.6
C 2.308 3.825 -1.944 -0.2 0.3 0.1
C 3.275 3.846 -2.934 0.0 -0.2 0.0
C 3.727 2.658 -3.515 0.1 0.2 0.0
C 3.197 1.383 -3.103 -0.1 0.5 0.2
C 3.627 0.183 -3.654 0.1 -0.2 -0.2
C 3.094 -1.015 -3.208 -0.2 -0.4 0.2
C 2.111 -1.045 -2.214 0.6 0.9 -0.1
C 1.588 0.107 -1.597 0.6 1.5 -1.8
C 2.186 1.332 -2.079 -0.6 -0.8 -0.3
H 1.966 4.750 -1.493 0.0 0.0 0.0
H 3.689 4.797 -3.257 0.0 0.0 0.0
H 4.490 2.701 -4.288 0.0 -0.1 0.0
H 4.392 0.182 -4.427 0.0 0.1 0.0
H 3.454 -1.951 -3.637 0.0 0.0 0.0
H 1.760 -2.000 -1.881 -0.1 -0.4 0.3
O 0.843 -1.491 -0.037 0.2 -3.8 -0.9
C -3.196 -3.953 -2.283 0.5 0.3 0.0
N -1.780 -4.280 -2.141 0.1 -1.0 0.7
C -1.154 -4.205 -3.453 -0.1 0.3 0.2
N -1.334 -2.902 -4.066 1.0 0.1 -1.1
C -2.735 -2.603 -4.176 0.1 0.0 -0.1
N -3.394 -2.648 -2.899 -1.9 0.2 0.2
C -2.977 -1.552 -2.009 0.7 -1.1 -0.9
P -1.115 -1.679 -1.585 -0.1 1.4 0.1
C -1.074 -3.459 -1.107 -0.4 -0.2 -1.2
C -0.554 -1.856 -3.367 -1.5 -0.5 0.1
H -3.695 -4.001 -1.313 0.1 0.2 0.1
H -3.680 -4.714 -2.905 0.2 0.0 -0.2
H -1.590 -4.971 -4.106 -0.2 0.1 0.0
H -0.093 -4.450 -3.380 0.1 0.2 0.1
H -3.210 -3.325 -4.853 0.1 -0.2 0.1
H -2.879 -1.625 -4.641 0.1 0.1 0.2
H -3.592 -1.606 -1.122 -0.2 0.0 0.2
H -3.198 -0.591 -2.483 0.1 0.0 -0.1
H -1.546 -3.616 -0.149 -0.2 0.0 0.2
H -0.043 -3.791 -1.008 0.1 0.1 -0.1
H 0.473 -2.123 -3.422 0.8 -0.1 0.1
H -0.657 -0.904 -3.890 -0.1 0.1 0.1
```
Positions in Å, forces in eV/Å.

Properties
total charge: -2
expectation value of S²: 2.02
HOMO-LUMO gap (spin up / spin down): 1.666 / 4.107 eV
multiplicity: 3

(2)
C28H26CoN3O8S3 | wB97M-V/def2-TZVPD

Geometry as XYZ:
```
69
Properties=species:S:1:pos:R:3:forces:R:3
Co 2.393 -0.212 -1.727 -0.2 0.5 0.4
O 2.512 3.583 -2.966 -0.1 0.0 -0.1
C 2.323 2.408 -2.723 0.2 0.0 0.2
N 2.818 1.629 -1.717 -0.1 0.6 0.1
C 3.575 2.101 -0.687 -0.1 0.2 -0.1
O 3.952 3.234 -0.453 0.1 0.0 0.0
C 3.908 0.966 0.253 -0.1 -0.2 0.2
C 4.774 1.123 1.318 0.0 0.2 0.0
C 5.048 0.031 2.124 0.0 -0.1 0.0
C 4.437 -1.180 1.842 0.0 0.1 0.1
C 3.569 -1.257 0.766 -0.2 -0.1 0.0
N 3.305 -0.203 -0.005 0.5 -0.1 0.3
C 1.407 1.569 -3.588 -0.2 -0.2 -0.1
C 0.654 2.107 -4.615 0.1 0.3 0.0
C -0.223 1.287 -5.304 0.0 -0.2 0.0
C -0.306 -0.053 -4.949 0.0 0.1 0.0
C 0.500 -0.524 -3.928 0.1 -0.2 0.0
N 1.332 0.274 -3.263 -0.2 0.0 -0.5
H 5.214 2.098 1.478 0.0 0.0 0.0
H 5.733 0.118 2.959 0.0 0.0 0.0
H 4.638 -2.062 2.434 0.0 0.0 0.0
H 3.078 -2.179 0.489 0.0 0.0 -0.1
H 0.772 3.160 -4.835 0.0 0.0 0.0
H -0.833 1.676 -6.110 0.0 0.0 0.0
H -0.979 -0.730 -5.459 0.0 0.0 0.0
H 0.517 -1.565 -3.625 0.0 0.0 0.0
O 0.121 -0.556 -0.763 -0.2 0.5 0.1
S -0.298 -1.748 0.006 0.0 -0.3 0.4
C -0.704 -1.193 1.728 0.2 0.1 -0.4
C 0.453 -0.388 2.308 0.0 0.2 0.0
C 0.011 0.520 3.484 0.0 -0.2 -0.1
C 0.174 2.021 3.286 -0.1 0.0 -0.3
S -0.858 2.875 2.025 -0.1 -0.2 0.4
O -0.412 2.449 0.685 0.1 -0.1 -0.3
C -2.402 1.984 2.322 0.0 0.1 0.0
C -3.077 2.055 3.534 0.0 0.1 0.0
C -4.268 1.362 3.690 0.0 0.0 0.0
C -4.781 0.613 2.637 0.0 0.0 0.0
C -4.107 0.560 1.425 -0.1 0.0 0.1
C -2.915 1.255 1.263 0.0 0.1 -0.1
C -2.027 -2.020 -0.424 0.0 0.0 -0.1
C -2.597 -1.179 -1.364 0.0 0.1 -0.1
C -3.922 -1.364 -1.733 -0.1 -0.1 0.0
C -4.665 -2.395 -1.172 0.0 0.0 0.0
C -4.079 -3.244 -0.240 0.0 0.0 0.0
C -2.755 -3.063 0.132 0.0 0.0 0.1
H -0.921 -2.112 2.277 0.0 0.0 0.1
H -1.599 -0.575 1.666 0.1 -0.2 0.0
H 0.867 0.219 1.498 0.0 0.0 0.1
H 1.248 -1.052 2.651 0.0 0.0 -0.1
H 0.605 0.255 4.362 -0.1 0.0 0.1
H -1.032 0.317 3.738 0.0 -0.1 0.1
H 1.189 2.264 2.961 0.0 0.1 0.0
H -0.038 2.571 4.207 0.1 0.0 0.0
H -2.669 2.640 4.352 0.0 0.0 0.0
H -4.794 1.402 4.636 0.0 0.0 0.0
H -5.712 0.074 2.764 0.0 0.0 0.0
H -4.501 -0.031 0.608 0.0 0.0 0.0
H -2.348 1.222 0.338 0.0 0.0 0.0
H -1.989 -0.389 -1.794 0.0 0.0 0.0
H -4.378 -0.706 -2.462 0.0 0.0 0.0
H -5.696 -2.544 -1.465 0.0 0.0 0.0
H -4.656 -4.053 0.192 0.0 0.0 0.0
H -2.293 -3.731 0.851 0.0 0.0 0.0
O 3.437 -3.144 -3.642 0.0 0.0 0.0
S 3.594 -2.393 -2.411 0.1 -0.2 -0.2
O 4.370 -3.092 -1.392 0.0 0.0 0.0
O 4.119 -1.003 -2.649 0.1 -0.4 -0.1
O 2.187 -2.082 -1.822 0.0 -0.7 -0.1
```
Positions in Å, forces in eV/Å.

Properties
total charge: -1
expectation value of S²: 0.76
HOMO-LUMO gap (spin up / spin down): 6.494 / 6.697 eV
multiplicity: 2
energy above the lowest of the compared OMol25 structures with the same formula, charge and spin: 0.000 eV

Number 1: F_max 0.0958 Eh/bohr. Number 2: F_max 0.0136 Eh/bohr.